49
Properties=species:S:1:pos:R:3 method="wB97M-V/def2-TZVPD" gap_ev=6.61 homo_energy_ev=-4.43 lumo_ev=2.18 e_tot_ev=-206481.73037 total_charge=-1
C 1.232 -2.672 3.429
C 0.208 -1.520 2.872
Br 0.869 0.298 3.518
C -1.342 -1.655 3.385
Br -2.491 -0.969 1.845
C -1.845 -3.188 3.686
O -1.710 -4.224 2.832
O -2.529 -3.402 5.004
H 1.523 -2.396 4.552
H 0.857 -3.775 3.312
H 2.229 -2.587 2.779
H 0.256 -1.450 1.683
H -1.618 -0.947 4.295
C 0.393 -3.543 -1.720
C -0.186 -2.291 -1.043
C -1.599 -1.925 -1.477
F -1.671 -1.635 -2.797
F -2.029 -0.813 -0.822
F 0.672 -1.252 -1.216
F -0.203 -2.534 0.306
O 1.266 -3.306 -2.828
C 0.622 -3.137 -4.089
C 0.865 -1.750 -4.696
F 0.389 -0.764 -3.893
F 0.227 -1.618 -5.890
F -0.693 -3.436 -3.966
F 1.147 -4.093 -4.902
H 1.031 -4.033 -0.974
H -0.375 -4.289 -1.953
H -2.306 -2.731 -1.257
H 1.932 -1.571 -4.854
C 0.442 3.185 -0.909
C -0.110 2.466 0.331
C -1.400 3.052 0.889
F -1.245 4.332 1.304
F -1.815 2.350 1.978
F 0.860 2.406 1.282
F -0.353 1.167 -0.029
O 1.490 4.127 -0.671
C 1.062 5.442 -0.317
C 1.525 5.858 1.084
F 1.031 5.029 2.039
F 1.089 7.108 1.394
F -0.279 5.536 -0.479
F 1.610 6.269 -1.247
H 0.911 2.413 -1.532
H -0.350 3.601 -1.542
H -2.205 3.021 0.150
H 2.616 5.845 1.158